1.
{"formula": "C5H24N2O7", "method": "wB97M-V/def2-TZVPD", "elements": ["C", "N", "C", "C", "N", "C", "C", "O", "H", "H", "H", "H", "H", "H", "H", "H", "H", "H", "H", "H", "O", "H", "H", "O", "H", "H", "O", "H", "H", "O", "H", "H", "O", "H", "H", "O", "H", "H"], "positions_angstrom": [[2.4349, 3.2318, 0.1229], [1.4320, 2.1733, 0.2493], [1.2946, 1.4548, -1.0423], [-0.1495, 0.8286, -1.1882], [-0.2117, -0.4628, -0.5015], [-1.4162, 1.7796, -0.8273], [-2.3395, 1.5696, -1.9149], [-2.8543, 0.5608, -2.3783], [2.1992, 4.0863, -0.6020], [2.4580, 3.6658, 1.1190], [3.4371, 2.9366, -0.2247], [1.3195, 1.5118, 0.9920], [2.0654, 0.6691, -1.2257], [1.3864, 2.2427, -1.8490], [-0.1921, 0.7040, -2.3052], [0.0491, -0.4600, 0.4540], [-0.9618, -1.1090, -0.7520], [-0.8323, 2.6311, -0.5332], [-1.8824, 1.3954, 0.1097], [-2.6650, 2.4969, -2.3202], [-2.4489, -2.0197, -3.4279], [-2.7059, -2.0235, -2.5046], [-2.5109, -1.1072, -3.7334], [-0.5084, -3.7051, -1.5209], [-0.1209, -3.5111, -2.3728], [-1.4429, -3.9128, -1.6941], [0.2596, -2.0989, 2.6527], [0.8125, -2.3619, 3.3817], [-0.1699, -2.8542, 2.2662], [-0.1806, 1.7981, 3.4133], [-0.5943, 2.3873, 2.7744], [0.4786, 1.3432, 2.8747], [2.5019, 1.0044, 3.7956], [3.1404, 0.8163, 4.4767], [1.6182, 1.2188, 4.1151], [1.3395, -3.9869, 0.8870], [0.5304, -3.7357, 0.4464], [2.0634, -3.8560, 0.2784]], "forces_ev_per_a": [[-0.1, 0.6, 0.8], [-0.5, 0.2, -3.4], [-1.5, 1.0, 0.3], [0.2, -1.1, -0.4], [0.2, 0.0, -1.9], [3.0, -3.2, 2.0], [-2.0, 0.7, -1.1], [1.2, 0.4, 1.1], [-0.6, -1.4, 0.9], [0.7, 0.4, 0.0], [-0.1, -0.4, 0.5], [1.2, 0.4, 0.7], [-0.6, 0.4, 0.1], [0.0, -0.8, 0.8], [-0.2, -0.6, 1.0], [-0.1, -0.1, 0.9], [0.4, 0.6, 0.3], [-1.0, 1.7, -0.7], [0.4, 0.0, -0.6], [-0.5, 1.3, -1.1], [0.2, -0.5, -0.5], [-0.1, 0.5, 0.0], [-0.1, -0.1, 0.4], [-0.7, -0.3, 0.5], [0.0, 0.2, -0.3], [0.6, 0.1, -0.1], [-0.5, 1.5, -0.1], [0.2, -0.5, 0.1], [0.2, -0.6, 0.2], [0.1, -0.1, -0.3], [-0.1, 0.2, 0.1], [-0.3, -0.1, -0.1], [-0.1, 0.0, -1.2], [-0.3, 0.0, 0.6], [0.6, 0.0, 0.9], [0.2, -0.5, 0.8], [0.0, 0.1, -0.8], [-0.1, 0.1, -0.3]], "mol_weight_g_mol": 224.3, "e_above_lowest_kj_mol": 394.9, "smiles": "CNC[C@@H](N)CC=O.O.O.O.O.O.O", "largest_force_ev_per_a": 4.8, "homo_ev": -8.6574, "energy_ev": -22884.700}

=====

2.
{"formula": "C36H60F6N6O24", "method": "wB97M-V/def2-TZVPD", "elements": ["O", "C", "O", "C", "C", "F", "O", "H", "H", "H", "O", "C", "O", "C", "C", "F", "O", "H", "H", "H", "O", "C", "O", "C", "C", "F", "O", "H", "H", "H", "O", "C", "O", "C", "C", "F", "O", "H", "H", "H", "O", "C", "O", "C", "C", "F", "O", "H", "H", "H", "O", "C", "O", "C", "C", "F", "O", "H", "H", "H", "C", "N", "C", "C", "O", "H", "H", "H", "H", "H", "H", "H", "C", "N", "C", "C", "O", "H", "H", "H", "H", "H", "H", "H", "C", "N", "C", "C", "O", "H", "H", "H", "H", "H", "H", "H", "C", "N", "C", "C", "O", "H", "H", "H", "H", "H", "H", "H", "C", "N", "C", "C", "O", "H", "H", "H", "H", "H", "H", "H", "C", "N", "C", "C", "O", "H", "H", "H", "H", "H", "H", "H"], "positions_angstrom": [[3.1057, -0.1777, 2.2850], [2.7973, 0.4438, 3.2389], [1.6512, 0.6921, 3.8652], [1.8823, 1.4217, 5.0828], [3.3795, 1.2683, 5.3096], [3.5350, 0.0188, 5.9858], [3.8302, 1.0218, 4.0647], [1.5840, 2.4308, 4.9154], [1.2263, 0.9648, 5.8624], [4.0347, 2.0459, 5.7131], [-3.7368, -3.3971, 3.7643], [-2.5820, -3.7057, 3.9716], [-1.6576, -4.0682, 3.0764], [-0.3745, -3.8825, 3.5617], [-0.6090, -3.1376, 4.9374], [-0.3437, -1.7971, 4.7936], [-1.9942, -3.3109, 5.1100], [0.0991, -4.8700, 3.7173], [0.1029, -3.2157, 2.8763], [-0.1535, -3.5125, 5.8628], [-3.3730, 0.7856, 2.9635], [-4.3305, 0.3523, 2.3433], [-5.2035, -0.6319, 2.7399], [-5.9201, -1.0435, 1.5383], [-5.6699, 0.0555, 0.5305], [-6.7323, 0.9360, 0.5975], [-4.5207, 0.6825, 1.0834], [-5.6197, -2.0439, 1.3258], [-6.9809, -1.1006, 1.7186], [-5.5052, -0.2329, -0.4846], [1.6263, -0.2847, -0.4326], [0.6969, 0.0298, 0.2227], [-0.2198, 0.9926, -0.0012], [-1.3434, 0.8363, 0.8705], [-0.9838, -0.4086, 1.6668], [-1.7535, -1.4511, 1.2176], [0.3586, -0.7393, 1.3274], [-1.4695, 1.7209, 1.4910], [-2.2185, 0.6081, 0.2665], [-1.2185, -0.4048, 2.7405], [1.4842, 5.3737, 1.3025], [0.7632, 5.1210, 0.4323], [-0.2066, 4.2214, 0.4078], [-0.7547, 4.0399, -0.9697], [-0.1833, 5.2371, -1.6928], [-1.1672, 6.2025, -1.8501], [0.7401, 5.7891, -0.7510], [-0.4449, 3.0921, -1.3781], [-1.8354, 4.1083, -0.9693], [0.2458, 4.9570, -2.6649], [5.7299, -4.9610, -0.1816], [4.6726, -4.4842, 0.0585], [4.1691, -3.2929, -0.3194], [2.9896, -3.0218, 0.5550], [2.5608, -4.4095, 0.9737], [1.6777, -4.8805, 0.1040], [3.7726, -5.1483, 0.8156], [3.3879, -2.4784, 1.4456], [2.2445, -2.4082, 0.0588], [2.1282, -4.4748, 1.9615], [6.7322, -1.2090, 0.9395], [6.4180, -0.5369, -0.2818], [5.1477, 0.0971, -0.4008], [7.2319, -0.5689, -1.3575], [7.0057, -0.0739, -2.4740], [5.9298, -1.8536, 1.2393], [6.8843, -0.4991, 1.7646], [7.6084, -1.8521, 0.7411], [5.1316, 0.6912, -1.3325], [4.3472, -0.6492, -0.3783], [4.9602, 0.7728, 0.4802], [8.1914, -1.1312, -1.2111], [-1.3913, 5.1601, 3.6497], [-2.5680, 5.3817, 2.8801], [-2.9733, 4.3240, 2.0060], [-3.2578, 6.5384, 2.8821], [-4.2598, 6.8467, 2.2588], [-0.4989, 5.0807, 2.9976], [-1.5223, 4.2604, 4.2366], [-1.2340, 6.0007, 4.3326], [-3.4723, 3.5725, 2.5765], [-3.6427, 4.7623, 1.2763], [-2.0407, 3.9218, 1.6142], [-2.7690, 7.2357, 3.5352], [0.6103, -3.1699, -2.6295], [-0.3629, -2.4813, -3.4286], [-1.6955, -2.2369, -2.8147], [-0.0912, -2.0015, -4.6960], [-0.8888, -1.2682, -5.3250], [0.8656, -2.6690, -1.6988], [1.5043, -3.2777, -3.1961], [0.3030, -4.1464, -2.3375], [-2.2267, -1.6365, -3.5540], [-2.2725, -3.1294, -2.7077], [-1.7098, -1.6065, -1.9048], [0.8918, -2.3356, -5.1572], [-3.0387, -5.8116, -1.9152], [-3.3191, -4.6636, -1.0236], [-2.3948, -4.4908, 0.0594], [-4.2375, -3.7283, -1.3297], [-4.4244, -2.6928, -0.7486], [-3.5844, -5.7738, -2.8415], [-3.3567, -6.7206, -1.4242], [-1.9881, -5.8530, -2.1695], [-1.4306, -4.1148, -0.2847], [-2.8608, -3.8154, 0.7566], [-2.1732, -5.3925, 0.6217], [-4.8947, -4.0317, -2.1639], [4.4600, 1.6675, -4.1253], [3.0588, 1.7352, -3.7619], [2.4594, 0.4171, -3.6926], [2.3732, 2.8097, -3.2701], [1.2875, 2.7466, -2.7158], [4.5398, 1.4450, -5.1784], [4.9433, 0.8479, -3.5986], [5.0595, 2.5340, -3.9628], [3.1620, -0.3816, -3.4702], [1.7917, 0.2521, -2.8835], [1.9648, 0.1747, -4.6534], [2.9154, 3.7522, -3.4464], [-1.3956, 2.4913, -4.6698], [-2.4126, 2.3948, -3.5788], [-3.2924, 3.4938, -3.4072], [-2.4646, 1.2866, -2.8088], [-3.1975, 1.1888, -1.8341], [-0.8430, 1.5401, -4.7040], [-0.7217, 3.3592, -4.4408], [-1.9371, 2.6430, -5.5893], [-4.1119, 3.1952, -2.7420], [-2.7753, 4.3527, -2.9740], [-3.6562, 3.8043, -4.4060], [-1.7605, 0.5514, -3.2055]], "forces_ev_per_a": [[-0.9, 0.2, -0.2], [2.1, 0.6, 2.3], [-0.2, -0.3, -0.7], [-0.8, -0.5, 1.0], [-0.4, -1.7, 0.0], [0.1, 1.2, 0.4], [0.2, -0.3, -2.6], [-0.1, 0.9, -0.1], [0.8, 0.3, -0.6], [-0.7, -0.2, 0.6], [1.6, -2.0, -0.1], [-2.4, 3.3, -0.8], [-1.5, -0.9, -0.7], [0.6, -0.1, 2.1], [-0.6, -0.7, -0.5], [0.0, -0.3, 0.1], [0.9, -0.1, 1.1], [0.1, 0.6, -0.2], [0.8, 0.2, -0.4], [0.4, 0.2, -0.6], [-1.9, -0.7, -0.3], [1.4, -1.1, 1.6], [0.5, 1.4, -0.9], [-0.5, -0.1, 0.9], [0.2, 0.0, 1.5], [0.4, 0.0, -0.2], [-0.7, 0.7, -1.7], [0.7, -0.4, -0.7], [-0.4, 0.3, 0.5], [0.3, 0.0, -0.5], [0.8, 0.6, -0.8], [-1.3, -0.8, 0.7], [1.1, -0.4, -0.3], [0.3, -0.4, 0.4], [-0.2, -0.4, 0.6], [-0.4, -0.6, -0.5], [-1.1, 1.3, 0.1], [0.0, -0.1, -0.1], [-0.1, 0.3, 0.0], [0.8, 0.4, -0.3], [1.7, 0.4, 2.4], [-2.1, 0.0, -3.1], [-1.1, -1.7, -0.7], [0.4, 0.6, 1.2], [-0.1, 0.4, 1.1], [0.4, -0.4, -0.3], [0.6, 0.1, -1.7], [0.3, -0.1, 0.1], [-0.2, 0.0, 0.5], [0.2, 0.6, 0.4], [0.2, 0.5, -0.5], [-0.2, 0.0, 0.0], [-0.9, 0.2, 0.7], [1.7, 0.4, 0.7], [1.9, 0.9, -0.5], [-1.5, -1.0, -1.1], [-1.4, -0.3, 1.3], [-0.4, -0.2, -0.7], [0.2, -0.1, -0.2], [0.3, -0.3, 0.4], [0.9, -0.2, 0.1], [0.5, 0.2, -0.9], [-1.0, 1.2, 0.6], [0.5, 0.0, -1.5], [0.0, -0.5, 1.6], [-0.6, -0.5, 0.1], [0.3, -0.2, -0.2], [-0.2, 0.4, 0.5], [-0.1, -0.4, 0.5], [0.0, 0.2, -0.2], [0.2, -0.5, -0.8], [-0.6, 0.3, 0.3], [0.7, 0.6, 0.1], [-0.9, 0.5, -0.5], [0.5, 0.2, 0.0], [0.0, 0.3, -0.1], [0.3, -0.7, 0.0], [-0.3, -0.1, 0.4], [0.2, -0.3, 0.2], [0.0, -0.1, -0.1], [-0.5, -0.8, 0.2], [0.0, -0.3, -0.4], [-0.4, -0.2, -0.5], [0.3, 0.9, 0.7], [0.1, 0.3, 0.0], [-0.7, 0.6, -0.1], [0.6, 1.6, -1.2], [-1.6, 1.0, -0.3], [1.9, -1.5, 1.1], [-0.1, 0.5, 0.0], [0.9, -0.1, -0.5], [-0.5, -1.0, 0.1], [-0.1, -0.1, 0.0], [0.1, -0.8, 0.3], [0.5, -0.7, -0.2], [-0.9, 0.3, 0.7], [-0.6, 0.6, 0.7], [0.5, -1.3, -1.0], [0.1, 0.4, 0.4], [-0.4, -1.0, -0.5], [0.0, 1.1, 0.7], [-0.4, 0.4, -0.3], [0.2, -0.4, 0.2], [0.3, 0.0, 0.1], [0.1, 0.3, -0.1], [0.2, 0.5, 0.2], [-0.3, -0.5, -0.2], [0.2, -0.1, -0.2], [0.1, -0.4, -0.5], [-0.5, 0.0, 1.1], [-0.3, -0.8, -0.9], [1.1, -0.9, -0.3], [0.0, 0.2, -0.3], [0.1, -0.2, -0.5], [0.0, 0.0, 0.2], [-0.1, 1.0, 0.4], [0.7, 0.3, -0.4], [-1.1, 0.7, 0.6], [0.1, 0.1, 0.4], [0.0, 0.1, 0.2], [-0.4, 0.2, 1.6], [1.6, -0.9, -1.0], [-0.6, 0.6, -0.2], [-0.3, 1.2, -0.1], [0.2, -0.6, 0.0], [0.0, 0.5, -0.1], [-0.4, -0.9, -0.4], [0.1, 0.1, -0.5], [0.2, 0.2, -0.3], [-0.1, 0.1, 0.0], [-0.1, -0.1, 0.5], [0.0, -0.5, 0.4]], "mol_weight_g_mol": 1074.9, "smiles": "O=C1OC[C@@H](F)O1.O=C1OC[C@@H](F)O1.O=C1OC[C@@H](F)O1.O=C1OC[C@@H](F)O1.O=C1OC[C@@H](F)O1.O=C1OC[C@@H](F)O1.CN(C)C=O.CN(C)C=O.CN(C)C=O.CN(C)C=O.CN(C)C=O.CN(C)C=O", "largest_force_ev_per_a": 4.2, "homo_ev": -8.9707, "energy_ev": -112691.338}

=====

3.
{"formula": "C4H4N2O3S", "method": "wB97M-V/def2-TZVPD", "elements": ["C", "C", "C", "C", "N", "N", "O", "O", "O", "S", "H", "H", "H", "H"], "positions_angstrom": [[-0.0288, 0.4321, 1.0626], [0.2217, -0.7895, 0.5146], [0.4482, -1.9736, 1.4822], [-0.6749, 0.6449, -1.4926], [0.7477, 2.4562, -0.1868], [-0.0283, -1.0091, -0.6942], [1.5222, -2.5222, 1.2593], [0.2589, -1.8540, -1.6233], [-0.4623, -2.2071, 2.2888], [-0.5940, 1.6377, -0.0720], [-0.5958, 0.4332, 2.0934], [-1.5963, 0.4537, -1.9190], [0.1183, 0.8522, -2.2088], [0.6633, 3.4455, -0.5042]], "forces_ev_per_a": [[-2.9, -0.2, 1.8], [-0.1, -0.4, 4.6], [0.3, -0.3, -0.3], [3.0, -2.6, 1.7], [1.2, 1.4, -0.4], [-1.0, 1.6, -8.9], [1.0, -0.8, 0.3], [-0.5, 0.7, 2.7], [-0.1, 0.2, 0.1], [-0.1, 2.0, 0.3], [1.9, 0.2, -1.9], [-1.9, -0.7, -0.6], [0.0, 0.1, 0.3], [-0.7, -1.1, 0.4]], "mol_weight_g_mol": 160.2, "largest_force_ev_per_a": 9.1, "homo_ev": [2.5393, -1.9943], "charge": -2, "spin_multiplicity": 3, "energy_ev": -24162.780}

=====

4.
{"formula": "C24H27BNO11", "method": "wB97M-V/def2-TZVPD", "elements": ["O", "C", "C", "C", "C", "C", "C", "C", "N", "C", "C", "C", "B", "O", "C", "C", "O", "H", "H", "H", "H", "H", "H", "H", "H", "H", "H", "H", "H", "H", "H", "H", "H", "H", "H", "H", "C", "C", "C", "O", "C", "C", "C", "O", "O", "O", "H", "H", "H", "H", "C", "C", "C", "O", "C", "C", "C", "O", "O", "O", "H", "H", "H", "H"], "positions_angstrom": [[2.3741, -0.3928, 0.6716], [2.0638, -0.9397, 1.9693], [0.6085, -1.4212, 2.2100], [0.1716, -2.0149, 3.5787], [1.2916, -2.1329, 4.6618], [2.7738, -1.6927, 4.4168], [3.1842, -1.0662, 3.0674], [4.6369, -0.5658, 2.6452], [5.6710, -0.6495, 3.7107], [5.4355, 0.2942, 4.8365], [5.2277, 1.8294, 4.4136], [6.3912, 2.4502, 3.4948], [5.6700, 3.5128, 2.4408], [5.9203, 2.9189, 1.0830], [6.7082, 3.9607, 0.4436], [6.0006, 5.3040, 1.0744], [6.1253, 4.9196, 2.4858], [2.0433, 0.5299, 0.6065], [-0.1777, -1.3526, 1.3933], [-0.8951, -2.3718, 3.7675], [1.0100, -2.5619, 5.6757], [3.5528, -1.8278, 5.2397], [4.5334, 0.4630, 2.1492], [4.9857, -1.2784, 1.8005], [6.5655, -0.4545, 3.2232], [4.5804, 0.0112, 5.5369], [6.3957, 0.2635, 5.4865], [5.1037, 2.4415, 5.3850], [4.1994, 1.8838, 3.8836], [7.0666, 1.6837, 2.9865], [7.0402, 3.1107, 4.1966], [4.4646, 3.5934, 2.5441], [6.6754, 3.8454, -0.6934], [7.7371, 3.9754, 0.9502], [4.9068, 5.2187, 0.7092], [6.5832, 6.2229, 0.7279], [-3.4504, -0.3092, -0.1039], [-4.3095, -0.4859, -1.1103], [-4.8323, -1.8380, -1.4570], [-5.6307, -1.9575, -2.3707], [-4.3529, -2.9823, -0.6756], [-3.4909, -2.8062, 0.3285], [-2.9897, -1.4504, 0.6930], [-2.2174, -1.3257, 1.6281], [-3.0350, -3.8587, 1.0608], [-4.7445, 0.5629, -1.8617], [-3.0650, 0.6669, 0.1595], [-4.7262, -3.9601, -0.9490], [-2.4281, -3.4717, 1.7228], [-5.3549, 0.1758, -2.5207], [-6.8340, 0.2889, -6.6664], [-7.6931, 0.1118, -7.6723], [-8.2158, -1.2410, -8.0190], [-9.0142, -1.3623, -8.9328], [-7.7361, -2.3846, -7.2369], [-6.8741, -2.2079, -6.2326], [-6.3729, -0.8524, -5.8692], [-5.6010, -0.7287, -4.9354], [-6.4185, -3.2594, -5.4991], [-8.1286, 1.1608, -8.4235], [-6.4488, 1.2651, -6.4033], [-8.1094, -3.3625, -7.5096], [-5.8124, -2.8716, -4.8356], [-8.7391, 0.7734, -9.0807]], "forces_ev_per_a": [[-0.5, -0.4, 1.9], [-1.4, -1.1, 2.6], [2.2, -0.4, 2.6], [4.7, 1.2, -0.6], [0.5, 1.1, -2.9], [-2.7, 0.4, -2.7], [-3.1, -0.9, 0.0], [-0.7, -0.8, -0.8], [-1.1, 0.3, -0.4], [1.4, 1.6, 1.0], [-0.3, -0.8, 0.1], [-0.4, 1.0, 2.1], [-0.1, -1.2, 0.1], [1.3, 1.7, -1.5], [-1.1, 0.4, 1.1], [1.0, -2.5, -0.5], [0.3, 1.2, -2.2], [0.3, -0.8, 0.3], [1.6, 0.1, 1.2], [1.8, 0.7, -0.3], [0.5, 0.6, -1.5], [-1.3, 0.2, -1.4], [0.1, -1.2, 0.8], [-0.6, 1.1, 1.3], [-0.8, 0.1, 0.8], [1.0, 0.0, -1.2], [-1.5, -0.1, -1.0], [0.2, -0.9, -1.5], [1.7, 0.1, 0.7], [-1.0, 0.9, 0.6], [-0.7, -1.3, -0.9], [-0.8, -0.4, 0.4], [0.3, 0.2, 1.5], [-0.8, -0.1, -1.3], [1.5, 0.7, 0.6], [-1.0, -0.8, 1.0], [0.2, -0.2, 0.3], [-0.1, 1.4, -0.4], [-0.1, -0.8, 0.0], [0.1, 0.2, 0.2], [-0.2, 0.2, -0.3], [0.1, -1.4, 0.4], [0.2, 0.8, 0.1], [-0.7, -0.4, -0.2], [-0.1, 1.4, -0.3], [0.0, -1.4, 0.4], [0.0, 0.0, 0.0], [0.0, 0.0, 0.0], [0.0, -0.1, -0.1], [0.1, 0.1, 0.0], [0.2, -0.1, 0.3], [0.0, 1.3, -0.3], [-0.2, -0.8, -0.1], [0.2, 0.4, 0.1], [-0.3, 0.2, -0.3], [0.2, -1.5, 0.4], [0.2, 0.8, 0.1], [-0.1, -0.2, -0.2], [-0.1, 1.4, -0.4], [0.0, -1.3, 0.3], [0.0, 0.0, 0.0], [0.0, 0.0, 0.0], [-0.1, -0.1, 0.1], [0.1, 0.1, 0.1]], "mol_weight_g_mol": 516.3, "largest_force_ev_per_a": 4.9, "homo_ev": -3.8241, "charge": -1, "energy_ev": -50010.333}